(1)
{"formula": "C4H3NOS", "method": "ωB97M-V/def2-TZVPD", "e_homo_ev": -9.3222, "largest_force_ha_per_bohr": 0.0623, "smiles": "C#CC(=S)ON=C", "total_energy_ev": -18564.1296, "spin_multiplicity": 1, "orbital_gap_ha": 0.3148, "elements": ["C", "C", "C", "C", "H", "H", "H", "N", "O", "S"], "xyz": [[-0.461330, -0.170071, 2.207976], [-0.333065, 0.844322, -1.047469], [0.594954, -0.300792, -1.406116], [1.467926, -0.978598, -1.930159], [-0.303264, -1.154480, 2.724992], [-1.018612, 0.579202, 2.839098], [2.126044, -1.409431, -2.640001], [-0.271639, -0.192427, 0.965481], [-0.697268, 0.852285, 0.296116], [-1.103746, 1.929988, -2.009919]], "atomic_forces_ev_per_a": [[-1.4, -1.0, 1.9], [-0.5, -1.3, 0.2], [0.4, 1.2, -0.9], [-2.1, 1.7, 0.7], [0.4, 1.2, -0.6], [0.7, -0.3, -1.1], [0.3, -0.4, 0.2], [1.1, -2.4, 1.0], [-0.4, 2.5, -2.0], [1.2, -1.1, 0.6]], "nbo_charge": [-0.115, 0.140, -0.104, -0.136, 0.197, 0.184, 0.243, -0.122, -0.341, 0.054]}



(2)
{"formula": "C4H3NOS", "method": "ωB97M-V/def2-TZVPD", "e_homo_ev": -9.9302, "largest_force_ha_per_bohr": 0.0370, "smiles": "N#CCC(=O)C=S", "total_energy_ev": -18567.7765, "spin_multiplicity": 1, "orbital_gap_ha": 0.2872, "elements": ["C", "C", "C", "C", "H", "H", "H", "N", "O", "S"], "xyz": [[-1.641921, 0.704692, -0.089075], [-0.169610, 0.670293, 0.017105], [0.528114, -0.674252, 0.096399], [1.982038, -0.551444, -0.077280], [-2.039833, 1.753042, -0.035094], [0.323360, -1.137375, 1.085811], [0.094822, -1.436104, -0.642081], [3.114521, -0.468323, -0.186392], [0.447816, 1.711326, -0.062319], [-2.639307, -0.571852, -0.107071]], "atomic_forces_ev_per_a": [[-1.7, 0.5, 0.7], [1.1, 0.4, -0.9], [-0.3, -1.4, -0.2], [-1.1, -0.1, 0.2], [0.4, -1.0, -0.3], [0.1, 0.3, -0.5], [0.6, 1.2, 0.9], [0.7, 0.0, -0.1], [-0.4, -0.6, 0.3], [0.6, 0.6, -0.1]], "nbo_charge": [-0.375, 0.494, -0.624, 0.284, 0.233, 0.282, 0.289, -0.290, -0.454, 0.162]}



(3)
{"formula": "C4H3NS3", "method": "ωB97M-V/def2-TZVPD", "e_homo_ev": -9.0316, "largest_force_ha_per_bohr": 0.0190, "smiles": "C#CC(=S)N(S)C=S", "total_energy_ev": -38189.3005, "spin_multiplicity": 1, "orbital_gap_ha": 0.2836, "elements": ["C", "C", "C", "C", "H", "H", "H", "N", "S", "S", "S"], "xyz": [[0.417566, -1.213647, -0.678285], [0.511703, 0.825567, 0.626245], [1.924025, 0.596355, 0.764057], [3.102969, 0.466030, 0.927776], [-2.048680, -0.937035, -1.001335], [1.476105, -1.236553, -0.424614], [4.172313, 0.340880, 1.069537], [-0.205960, -0.115358, -0.115976], [-1.912594, 0.176649, -0.278216], [-0.256976, -2.398064, -1.557825], [-0.198905, 2.133563, 1.294134]], "atomic_forces_ev_per_a": [[-0.1, 0.1, 0.2], [-0.2, 0.0, -0.1], [-0.3, 0.1, 0.0], [1.0, -0.1, 0.1], [0.0, -0.3, -0.2], [-0.1, 0.1, -0.1], [-0.8, 0.1, -0.1], [0.2, -0.1, 0.0], [0.3, 0.3, 0.2], [0.0, 0.2, 0.1], [0.1, -0.2, -0.1]], "nbo_charge": [-0.106, -0.010, -0.116, -0.117, 0.133, 0.230, 0.253, -0.533, 0.222, -0.014, 0.058]}



(4)
{"formula": "C4H3NS3", "method": "ωB97M-V/def2-TZVPD", "e_homo_ev": -9.2097, "largest_force_ha_per_bohr": 0.0259, "smiles": "N#C[C@H]1SCC(=S)S1", "total_energy_ev": -38191.5200, "spin_multiplicity": 1, "orbital_gap_ha": 0.3106, "elements": ["C", "C", "C", "C", "H", "H", "H", "N", "S", "S", "S"], "xyz": [[1.197523, 0.011058, 0.106922], [0.430315, 1.172442, 0.696863], [-1.371485, -0.168813, -0.643563], [-2.197217, -0.727211, 0.426443], [0.095178, 0.909089, 1.674550], [1.081669, 2.049525, 0.763783], [-1.884737, -0.243003, -1.600355], [-2.836061, -1.175651, 1.282892], [2.777349, -0.266111, 0.365335], [-0.975129, 1.584080, -0.370611], [0.210624, -1.081151, -0.828362]], "atomic_forces_ev_per_a": [[0.3, -0.2, 0.1], [0.4, 0.5, -1.0], [0.2, 0.1, -0.1], [-0.7, -0.6, 0.9], [-0.3, -0.2, 0.8], [-0.1, -0.2, 0.0], [-0.1, 0.0, 0.1], [0.7, 0.5, -1.0], [-0.4, 0.1, -0.1], [0.1, -0.2, 0.1], [-0.1, 0.3, 0.2]], "nbo_charge": [-0.311, -0.619, -0.609, 0.234, 0.252, 0.268, 0.286, -0.275, 0.072, 0.296, 0.407]}



(5)
{"formula": "C4H3NaO2", "method": "ωB97M-V/def2-TZVPD", "e_homo_ev": [-11.8252, -11.7592], "largest_force_ha_per_bohr": 0.0714, "total_energy_ev": -12695.6924, "charge": 1, "spin_multiplicity": 2, "orbital_gap_ha": [0.2722, 0.2366], "elements": ["C", "C", "C", "C", "H", "H", "O", "H", "O", "Na"], "xyz": [[1.194834, -0.926212, 1.821721], [0.571454, -0.304811, 0.963679], [-0.060374, 0.390078, -0.022430], [-0.527745, 0.103333, -1.284481], [-1.219938, 1.499485, -0.370775], [0.166167, -0.197946, -2.079928], [1.954559, -1.539042, 2.658052], [1.488164, -2.240633, 3.138699], [-1.469675, 1.019109, -1.527770], [-2.097446, 2.196640, -3.296767]], "atomic_forces_ev_per_a": [[-0.5, 0.5, -0.8], [0.7, -0.4, 0.5], [0.0, -1.5, -0.1], [2.4, 2.0, 1.9], [-0.3, -1.3, -2.0], [-0.9, -0.9, 0.0], [-0.2, 0.3, 0.2], [0.1, -0.2, -0.2], [-1.2, 1.6, 0.3], [0.0, -0.1, 0.1]], "nbo_charge": [0.478, -0.207, -0.196, 0.155, 0.460, 0.214, -0.602, 0.527, -0.820, 0.990]}



(6)
{"formula": "C4H3NaO6Rb", "method": "ωB97M-V/def2-TZVPD", "e_homo_ev": -2.3368, "largest_force_ha_per_bohr": 0.1138, "total_energy_ev": -21550.7943, "charge": -1, "spin_multiplicity": 1, "orbital_gap_ha": 0.1134, "elements": ["O", "C", "O", "O", "C", "O", "C", "C", "O", "O", "H", "H", "Na", "Rb", "H"], "xyz": [[6.105546, -0.796570, 0.543585], [5.182840, -0.009238, 0.237680], [5.267450, 0.955787, -0.552129], [3.998756, -0.244973, 0.887391], [2.967914, 0.668056, 0.775601], [0.952536, 0.970396, 1.876561], [-0.340745, 0.608179, 2.128841], [1.695463, 0.242927, 0.959887], [-0.686496, -0.572534, 1.889512], [-1.158762, 1.557391, 2.161800], [3.215434, 1.630194, 0.326433], [1.486698, -0.828545, 1.003082], [7.427955, 0.289901, -0.986016], [-4.341722, 0.847982, -0.955340], [-1.579875, -0.238211, -0.992619]], "atomic_forces_ev_per_a": [[0.7, -0.2, -0.3], [-0.8, -0.1, 0.5], [0.5, 0.3, -0.6], [0.5, -0.5, -1.0], [-0.7, 0.7, -1.3], [1.6, 1.0, -1.2], [-4.3, -0.9, -3.9], [1.1, -1.0, 3.3], [1.3, -0.3, 1.5], [0.7, 0.7, 1.7], [0.2, 0.1, 1.0], [-0.1, 0.2, -0.1], [-0.8, -0.1, 0.5], [1.1, -0.3, 0.3], [-0.9, 0.2, -0.5]], "nbo_charge": [-0.843, 0.958, -0.852, -0.512, 0.001, -0.540, 0.925, 0.103, -0.781, -0.801, 0.185, 0.191, 0.957, 0.645, -0.638]}



(7)
{"formula": "C4H3O2Y", "method": "ωB97M-V/def2-TZVPD", "e_homo_ev": [-16.3288, -16.1427], "largest_force_ha_per_bohr": 0.0674, "total_energy_ev": -9308.1050, "charge": 2, "spin_multiplicity": 1, "orbital_gap_ha": [0.2340, 0.2314], "elements": ["C", "C", "C", "C", "H", "H", "O", "H", "O", "Y"], "xyz": [[-3.201724, -0.114774, 0.089937], [-2.010150, -0.340892, -0.017920], [-0.634832, -0.612794, -0.229629], [0.286713, 0.343178, 0.008841], [0.745560, -1.401825, -0.173093], [0.369200, 1.288860, -0.541489], [-4.442669, 0.299297, 0.170287], [-5.064800, -0.439168, 0.175652], [1.504275, -0.372261, 0.064434], [3.769711, 0.080897, 0.204273]], "atomic_forces_ev_per_a": [[-3.3, 1.0, 0.0], [3.0, -0.9, -0.9], [-3.0, -0.7, 1.6], [2.0, 0.1, -2.4], [-1.3, 0.9, 0.2], [-0.2, 0.3, 1.2], [2.9, -0.5, 0.2], [-0.4, -0.4, -0.2], [2.1, 0.6, 0.3], [-1.9, -0.4, -0.1]], "nbo_charge": [0.540, -0.115, -0.199, 0.179, 0.462, 0.233, -0.538, 0.543, -0.973, 1.867]}



(8)
{"formula": "C4H3O2Y", "method": "ωB97M-V/def2-TZVPD", "e_homo_ev": [-16.4346, -16.4373], "largest_force_ha_per_bohr": 0.0741, "total_energy_ev": -9309.7062, "charge": 2, "spin_multiplicity": 1, "orbital_gap_ha": [0.1906, 0.1906], "elements": ["O", "C", "C", "C", "C", "H", "H", "H", "Y", "O"], "xyz": [[0.292164, 2.046752, 0.779806], [0.920258, 1.048318, 0.568561], [1.374165, -0.123826, 0.238754], [0.532974, -0.820432, -0.781447], [-0.795186, -1.052359, -0.694653], [2.285892, -0.537504, 0.671871], [-2.299956, -0.619369, -0.572387], [1.084570, -1.331127, -1.574317], [-1.824443, 1.636106, 1.175597], [-1.570438, -0.246558, 0.188213]], "atomic_forces_ev_per_a": [[-1.5, 1.8, 0.6], [0.9, -2.5, -0.7], [-0.2, 0.9, 0.5], [-0.5, -0.7, -0.1], [1.6, -0.6, -1.9], [-0.1, 0.0, -0.2], [1.5, -0.3, 0.9], [-0.1, 0.1, 0.3], [1.0, -1.1, -0.6], [-2.5, 2.5, 1.3]], "nbo_charge": [-0.710, 0.670, -0.362, -0.348, 0.088, 0.337, 0.592, 0.298, 2.421, -0.987]}